C53H46Cl3I2N3O2SSbSn | ωB97M-V/def2-TZVPD

CARTESIAN COORDINATES (ANGSTROEM)
Sn 0.60 0.96 0.22
C 0.39 5.07 0.26
C 1.82 4.77 0.69
C 2.77 5.91 0.29
C 2.35 3.49 0.08
C 2.18 3.20 -1.27
C 2.75 2.07 -1.84
C 3.53 1.19 -1.08
C 4.18 0.00 -1.69
C 3.71 1.49 0.27
C 3.14 2.62 0.84
H -0.01 5.89 0.85
H -0.25 4.18 0.41
H 0.33 5.36 -0.79
H 1.84 4.67 1.78
H 2.82 6.01 -0.79
H 3.77 5.71 0.66
H 2.44 6.85 0.71
H 1.66 3.91 -1.91
H 2.68 1.93 -2.91
H 4.34 0.14 -2.76
H 3.56 -0.89 -1.55
H 5.15 -0.19 -1.23
H 4.39 0.89 0.85
H 3.39 2.88 1.86
I -3.74 -1.80 -0.65
C -3.30 -0.75 1.13
C -3.96 -1.05 2.32
C -3.60 -0.44 3.50
I -4.69 -0.86 5.25
C -2.47 0.43 3.52
C -1.94 1.02 4.68
C -0.78 1.77 4.60
C -0.13 1.88 3.37
N -0.62 1.36 2.26
C -1.80 0.69 2.30
C -2.28 0.18 1.07
O -1.73 0.55 -0.08
H -4.78 -1.76 2.31
H -2.43 0.88 5.63
H -0.36 2.24 5.48
H 0.81 2.41 3.27
C -7.96 0.21 -3.32
C -7.72 0.85 -2.12
C -6.42 1.15 -1.74
C -5.38 0.81 -2.59
C -5.60 0.16 -3.79
C -6.91 -0.12 -4.16
Sb -3.37 1.26 -1.87
C -1.90 1.16 -3.46
C -0.63 0.63 -3.24
C 0.28 0.58 -4.29
C -0.07 1.08 -5.53
C -1.33 1.62 -5.74
C -2.26 1.65 -4.70
C -3.30 3.24 -1.00
C -3.69 3.48 0.31
C -3.72 4.78 0.78
C -3.38 5.83 -0.06
C -2.99 5.59 -1.37
C -2.94 4.28 -1.84
H -8.97 -0.04 -3.61
H -8.54 1.12 -1.47
H -6.23 1.66 -0.80
H -4.78 -0.12 -4.44
H -7.10 -0.61 -5.10
H -0.36 0.25 -2.26
H 1.25 0.15 -4.12
H 0.63 1.03 -6.35
H -1.60 2.03 -6.70
H -3.25 2.05 -4.88
H -3.99 2.66 0.96
H -4.03 4.98 1.80
H -3.43 6.84 0.30
H -2.74 6.41 -2.02
H -2.63 4.09 -2.86
Cl 4.64 -0.98 6.14
C 4.18 -2.08 4.91
C 4.37 -1.75 3.57
C 3.99 -2.64 2.59
C 3.40 -3.86 2.90
C 2.95 -4.79 1.80
C 1.40 -4.76 1.69
N 0.95 -3.58 1.00
C 0.56 -3.55 -0.31
C 0.34 -2.24 -0.61
N 0.60 -1.47 0.49
C 0.96 -2.32 1.45
O 3.34 -6.12 2.03
C 4.18 -6.70 1.04
C 3.57 -6.64 -0.33
C 2.39 -7.27 -0.67
Cl 1.47 -8.30 0.33
S 1.90 -6.92 -2.30
C 3.29 -5.93 -2.52
C 4.07 -5.88 -1.41
C 3.21 -4.18 4.25
Cl 2.46 -5.66 4.71
C 3.61 -3.30 5.25
H 4.83 -0.81 3.32
H 4.15 -2.39 1.55
H 3.37 -4.43 0.84
H 0.98 -4.81 2.70
H 1.07 -5.64 1.14
H 0.45 -4.43 -0.90
H 0.01 -1.81 -1.54
H 1.23 -2.04 2.45
H 4.31 -7.73 1.36
H 5.16 -6.20 1.03
H 3.46 -5.46 -3.47
H 5.00 -5.34 -1.36
H 3.47 -3.57 6.28

Computed properties:
strongest force on any atom	1.487	eV/Å
E_tot	-5189.7797	Eh
net charge	+3
molecular weight	1389.67	g/mol
energy relative to the best compared isomer or geometry (same formula, charge and spin)	41.94	kcal per mole



C53H46F3IrN6O4P2S2 | ωB97M-V/def2-TZVPD

CARTESIAN COORDINATES (ANGSTROEM)
Ir 0.41 0.00 -0.80
C -4.17 -4.85 -1.87
C -2.70 -4.61 -2.32
C -2.32 -5.79 -3.20
C -1.80 -4.52 -1.05
C -1.41 -5.66 -0.34
C -0.75 -5.53 0.87
C -0.34 -4.28 1.31
C -0.49 -3.13 0.49
P 0.32 -1.60 1.01
C -0.51 -1.42 2.60
C 0.20 -1.81 3.76
C -0.44 -1.97 4.96
C -1.82 -1.90 5.06
C -2.57 -1.60 3.90
C -1.91 -1.45 2.67
C 2.02 -1.99 1.40
C 2.53 -3.26 1.11
C 3.84 -3.58 1.50
C 4.76 -2.57 1.76
C 4.32 -1.26 1.87
C 2.91 -1.05 1.86
C -1.33 -3.29 -0.65
O -1.50 -2.13 -1.35
C -2.01 -2.18 -2.62
C -2.02 -0.93 -3.32
C -2.74 -0.85 -4.51
C -3.41 -1.98 -5.01
C -3.33 -3.17 -4.32
C -2.64 -3.34 -3.08
P -1.36 0.57 -2.58
C -2.87 1.23 -1.83
C -3.73 1.98 -2.61
C -4.90 2.38 -2.05
C -5.30 1.98 -0.78
C -4.49 1.09 -0.04
C -3.26 0.71 -0.60
C -0.75 1.59 -4.05
C -0.85 3.00 -3.94
C -0.38 3.82 -4.94
C 0.39 3.29 -5.95
C 0.48 1.89 -6.10
C -0.16 1.04 -5.18
H -4.24 -5.75 -1.21
H -4.71 -5.01 -2.82
H -4.61 -4.01 -1.38
H -2.46 -6.70 -2.60
H -1.23 -5.75 -3.34
H -2.82 -5.87 -4.19
H -1.59 -6.64 -0.72
H -0.49 -6.42 1.41
H -0.01 -4.14 2.35
H 1.25 -1.87 3.66
H 0.13 -2.12 5.85
H -2.28 -1.95 6.04
H -3.63 -1.67 3.99
H -2.54 -1.32 1.76
H 1.95 -3.94 0.49
H 4.18 -4.56 1.34
H 5.82 -2.79 1.81
H 5.03 -0.44 1.85
H 2.65 -0.06 2.23
H -2.66 0.07 -5.10
H -4.05 -1.90 -5.98
H -3.95 -3.97 -4.69
H -3.50 2.15 -3.63
H -5.53 3.03 -2.68
H -6.17 2.43 -0.30
H -4.83 0.71 0.92
H -2.53 0.09 -0.06
H -1.18 3.42 -3.02
H -0.69 4.85 -4.98
H 0.83 3.94 -6.71
H 1.14 1.54 -6.93
H -0.14 -0.04 -5.34
N 3.57 1.94 -2.30
C 3.29 3.03 -1.42
C 2.08 2.83 -0.87
N 1.58 1.61 -1.42
C 2.58 1.08 -2.17
C 2.43 -0.26 -2.72
N 1.47 -1.07 -2.14
C 1.49 -2.31 -2.78
C 2.53 -2.32 -3.65
N 3.15 -1.02 -3.61
H 4.46 1.75 -2.80
H 4.04 3.81 -1.24
H 1.58 3.46 -0.21
H 0.76 -3.09 -2.76
H 3.06 -3.06 -4.16
H 3.75 -0.58 -4.37
F -2.74 1.59 2.06
C -1.81 2.21 2.84
F -2.22 3.47 3.05
F -1.75 1.60 4.03
S -0.12 2.13 1.94
O 0.11 3.53 1.72
O 0.88 1.49 2.78
O -0.44 1.32 0.65
N 5.21 3.98 4.05
C 4.18 3.51 3.30
S 4.40 2.59 1.94
N 2.89 3.81 3.70
C 2.52 4.76 4.61
C 2.96 6.12 4.63
C 2.75 6.99 5.75
C 2.27 6.48 6.92
C 1.66 5.19 6.91
C 1.78 4.40 5.79
H 6.13 3.53 3.87
H 5.13 4.22 5.03
H 2.22 3.21 3.17
H 3.48 6.46 3.73
H 3.01 8.04 5.67
H 2.30 7.01 7.83
H 1.05 4.95 7.77
H 1.23 3.40 5.78

Computed properties:
strongest force on any atom	4.889	eV/Å
E_tot	-4559.1538	Eh
net charge	+2
⟨S²⟩	6.029
molecular weight	1206.28	g/mol
2S+1	5



C53H46FMnO2P2Si | ωB97M-V/def2-TZVPD

CARTESIAN COORDINATES (ANGSTROEM)
Mn 0.33 -0.05 0.36
C -1.95 0.67 -2.54
Si -1.27 -0.59 -1.35
C -2.81 -1.05 -0.37
C -3.85 -1.83 -0.88
C -5.07 -1.91 -0.21
C -5.28 -1.17 0.94
C -4.27 -0.39 1.47
C -3.02 -0.36 0.83
P -1.65 0.62 1.52
C -1.50 0.26 3.30
C -2.18 -0.75 3.97
C -1.97 -0.94 5.33
C -1.08 -0.13 6.02
C -0.39 0.87 5.35
C -0.60 1.07 4.00
C -2.31 2.31 1.52
C -2.89 2.87 2.66
C -3.49 4.13 2.59
C -3.53 4.81 1.38
C -2.95 4.25 0.25
C -2.32 3.02 0.32
C -0.45 -1.86 -2.47
C -1.15 -2.40 -3.55
C -0.54 -3.28 -4.42
C 0.79 -3.66 -4.22
C 1.50 -3.13 -3.16
C 0.90 -2.21 -2.30
P 1.79 -1.52 -0.88
C 3.27 -0.61 -1.42
C 3.88 0.20 -0.47
C 5.08 0.84 -0.77
C 5.66 0.67 -2.02
C 5.04 -0.12 -2.98
C 3.84 -0.76 -2.68
C 2.53 -3.04 -0.17
C 3.91 -3.23 -0.10
C 4.42 -4.44 0.35
C 3.57 -5.47 0.73
C 2.19 -5.29 0.65
C 1.68 -4.08 0.21
H -2.69 0.14 -3.15
H -1.19 1.09 -3.19
H -2.47 1.49 -2.04
H -3.71 -2.38 -1.80
H -5.86 -2.54 -0.62
H -6.25 -1.21 1.44
H -4.44 0.19 2.37
H -2.86 -1.40 3.43
H -2.51 -1.72 5.85
H -0.93 -0.28 7.08
H 0.31 1.51 5.89
H -0.07 1.86 3.48
H -2.89 2.34 3.60
H -3.93 4.56 3.47
H -4.00 5.78 1.32
H -2.96 4.78 -0.70
H -1.83 2.61 -0.55
H -2.19 -2.13 -3.71
H -1.09 -3.70 -5.25
H 1.26 -4.37 -4.89
H 2.53 -3.44 -2.99
H 3.43 0.36 0.49
H 5.54 1.48 -0.03
H 6.59 1.17 -2.25
H 5.48 -0.23 -3.96
H 3.36 -1.37 -3.43
H 4.59 -2.45 -0.39
H 5.50 -4.58 0.40
H 3.98 -6.42 1.07
H 1.52 -6.09 0.95
H 0.61 -3.96 0.13
C -1.00 6.15 -4.31
C -0.30 5.25 -3.32
C -0.11 5.63 -2.00
C 0.52 4.80 -1.08
C 0.76 5.27 0.34
C 0.97 3.55 -1.50
C 0.84 3.15 -2.83
C 1.44 1.86 -3.33
C 0.19 4.01 -3.72
C 1.67 2.69 -0.47
O 2.73 3.02 -0.02
O 1.09 1.54 -0.07
H -0.98 7.19 -3.99
H -2.05 5.85 -4.42
H -0.54 6.08 -5.30
H -0.45 6.61 -1.68
H 0.23 6.21 0.53
H 1.82 5.44 0.50
H 0.43 4.53 1.07
H 2.53 1.93 -3.34
H 1.09 1.63 -4.34
H 1.17 1.02 -2.68
H 0.09 3.70 -4.76
F 0.40 -4.07 4.79
C 0.31 -3.29 3.71
C -0.70 -3.52 2.80
C -0.81 -2.70 1.69
C 0.08 -1.65 1.50
C 1.10 -1.45 2.44
C 1.23 -2.26 3.55
H -1.39 -4.34 2.97
H -1.60 -2.88 0.97
H 1.81 -0.63 2.32
H 2.01 -2.11 4.29

Computed properties:
strongest force on any atom	1.118	eV/Å
E_tot	-4420.6567	Eh
net charge	+1
⟨S²⟩	4.027
molecular weight	878.92	g/mol
2S+1	4
energy relative to the best compared isomer or geometry (same formula, charge and spin)	19.13	kcal per mole



C53H46IrN4OP2Te | ωB97M-V/def2-TZVPD

CARTESIAN COORDINATES (ANGSTROEM)
Ir 0.45 0.56 -0.56
N 2.60 0.50 -0.43
C 3.29 1.49 0.37
C 4.35 1.08 1.17
C 5.01 2.00 1.97
C 4.58 3.32 1.96
C 3.53 3.71 1.15
C 2.86 2.81 0.32
C 1.72 3.29 -0.49
C 1.82 4.59 -1.00
C 0.73 5.26 -1.54
C -0.50 4.63 -1.52
C -0.60 3.32 -1.07
C 0.51 2.57 -0.65
H 2.78 -0.43 -0.05
H 2.98 0.51 -1.38
H 4.67 0.04 1.16
H 5.83 1.69 2.60
H 5.07 4.05 2.60
H 3.20 4.74 1.19
H 2.78 5.10 -0.95
H 0.85 6.26 -1.92
H -1.39 5.15 -1.85
H -1.58 2.87 -1.07
Te -3.22 1.66 2.53
C -4.17 0.01 3.47
C -3.47 -1.15 3.79
C -4.15 -2.19 4.39
N -5.44 -2.15 4.70
C -6.10 -1.04 4.40
C -5.52 0.06 3.79
C -1.87 0.63 1.35
P -1.84 0.28 -0.38
C -3.11 1.08 -1.41
C -4.43 1.14 -0.97
C -5.41 1.63 -1.82
C -5.09 2.02 -3.11
C -3.78 1.94 -3.56
C -2.79 1.47 -2.71
C -2.43 -1.45 -0.62
C -3.16 -2.06 0.39
C -3.70 -3.33 0.20
C -3.52 -3.99 -1.01
C -2.80 -3.37 -2.03
C -2.27 -2.11 -1.84
P -0.16 0.65 1.60
C 0.37 1.89 2.80
C 0.69 1.50 4.10
C 0.96 2.45 5.07
C 0.91 3.80 4.76
C 0.58 4.20 3.47
C 0.30 3.25 2.50
C 0.54 -0.91 2.22
C -0.23 -2.07 2.23
C 0.35 -3.29 2.57
C 1.69 -3.36 2.90
C 2.47 -2.20 2.89
C 1.89 -0.98 2.57
H -2.41 -1.23 3.58
H -3.63 -3.11 4.65
H -7.15 -1.02 4.66
H -6.12 0.93 3.55
H -4.69 0.81 0.02
H -6.44 1.68 -1.47
H -5.87 2.39 -3.77
H -3.53 2.25 -4.57
H -1.77 1.42 -3.05
H -3.30 -1.55 1.33
H -4.27 -3.79 0.99
H -3.94 -4.97 -1.16
H -2.67 -3.87 -2.98
H -1.72 -1.64 -2.65
H 0.72 0.45 4.36
H 1.20 2.13 6.08
H 1.12 4.54 5.52
H 0.52 5.25 3.23
H 0.02 3.58 1.51
H -1.27 -2.02 1.95
H -0.26 -4.18 2.58
H 2.14 -4.30 3.17
H 3.51 -2.25 3.17
H 2.48 -0.07 2.61
C 2.50 -3.74 -4.56
N 2.53 -3.33 -3.16
N 1.69 -2.27 -2.82
C 1.26 -2.45 -1.50
O 0.61 -1.60 -0.88
C 1.75 -3.73 -1.10
C 2.47 -4.23 -2.14
C 3.10 -5.57 -2.28
C 1.96 -0.98 -3.34
C 0.91 -0.07 -3.49
C 1.18 1.23 -3.90
C 2.49 1.62 -4.17
C 3.52 0.70 -4.08
C 3.26 -0.60 -3.66
H 2.63 -2.86 -5.19
H 1.56 -4.23 -4.82
H 3.34 -4.41 -4.75
H 1.59 -4.17 -0.13
H 3.11 -6.08 -1.31
H 4.13 -5.48 -2.64
H 2.55 -6.19 -2.98
H -0.11 -0.40 -3.34
H 0.38 1.94 -4.00
H 2.69 2.64 -4.48
H 4.53 0.99 -4.32
H 4.07 -1.32 -3.55

Computed properties:
strongest force on any atom	0.501	eV/Å
E_tot	-3396.4250	Eh
net charge	+1
molecular weight	1136.74	g/mol
energy relative to the best compared isomer or geometry (same formula, charge and spin)	0.00	kcal per mole



Q: Which value of molecular weight does entry 1 give?
A: 1389.67 g/mol



Q: Number 3 is which compound?
A: C53H46FMnO2P2Si



What did the second record say?
C53H46F3IrN6O4P2S2 | ωB97M-V/def2-TZVPD

CARTESIAN COORDINATES (ANGSTROEM)
Ir 0.41 0.00 -0.80
C -4.17 -4.85 -1.87
C -2.70 -4.61 -2.32
C -2.32 -5.79 -3.20
C -1.80 -4.52 -1.05
C -1.41 -5.66 -0.34
C -0.75 -5.53 0.87
C -0.34 -4.28 1.31
C -0.49 -3.13 0.49
P 0.32 -1.60 1.01
C -0.51 -1.42 2.60
C 0.20 -1.81 3.76
C -0.44 -1.97 4.96
C -1.82 -1.90 5.06
C -2.57 -1.60 3.90
C -1.91 -1.45 2.67
C 2.02 -1.99 1.40
C 2.53 -3.26 1.11
C 3.84 -3.58 1.50
C 4.76 -2.57 1.76
C 4.32 -1.26 1.87
C 2.91 -1.05 1.86
C -1.33 -3.29 -0.65
O -1.50 -2.13 -1.35
C -2.01 -2.18 -2.62
C -2.02 -0.93 -3.32
C -2.74 -0.85 -4.51
C -3.41 -1.98 -5.01
C -3.33 -3.17 -4.32
C -2.64 -3.34 -3.08
P -1.36 0.57 -2.58
C -2.87 1.23 -1.83
C -3.73 1.98 -2.61
C -4.90 2.38 -2.05
C -5.30 1.98 -0.78
C -4.49 1.09 -0.04
C -3.26 0.71 -0.60
C -0.75 1.59 -4.05
C -0.85 3.00 -3.94
C -0.38 3.82 -4.94
C 0.39 3.29 -5.95
C 0.48 1.89 -6.10
C -0.16 1.04 -5.18
H -4.24 -5.75 -1.21
H -4.71 -5.01 -2.82
H -4.61 -4.01 -1.38
H -2.46 -6.70 -2.60
H -1.23 -5.75 -3.34
H -2.82 -5.87 -4.19
H -1.59 -6.64 -0.72
H -0.49 -6.42 1.41
H -0.01 -4.14 2.35
H 1.25 -1.87 3.66
H 0.13 -2.12 5.85
H -2.28 -1.95 6.04
H -3.63 -1.67 3.99
H -2.54 -1.32 1.76
H 1.95 -3.94 0.49
H 4.18 -4.56 1.34
H 5.82 -2.79 1.81
H 5.03 -0.44 1.85
H 2.65 -0.06 2.23
H -2.66 0.07 -5.10
H -4.05 -1.90 -5.98
H -3.95 -3.97 -4.69
H -3.50 2.15 -3.63
H -5.53 3.03 -2.68
H -6.17 2.43 -0.30
H -4.83 0.71 0.92
H -2.53 0.09 -0.06
H -1.18 3.42 -3.02
H -0.69 4.85 -4.98
H 0.83 3.94 -6.71
H 1.14 1.54 -6.93
H -0.14 -0.04 -5.34
N 3.57 1.94 -2.30
C 3.29 3.03 -1.42
C 2.08 2.83 -0.87
N 1.58 1.61 -1.42
C 2.58 1.08 -2.17
C 2.43 -0.26 -2.72
N 1.47 -1.07 -2.14
C 1.49 -2.31 -2.78
C 2.53 -2.32 -3.65
N 3.15 -1.02 -3.61
H 4.46 1.75 -2.80
H 4.04 3.81 -1.24
H 1.58 3.46 -0.21
H 0.76 -3.09 -2.76
H 3.06 -3.06 -4.16
H 3.75 -0.58 -4.37
F -2.74 1.59 2.06
C -1.81 2.21 2.84
F -2.22 3.47 3.05
F -1.75 1.60 4.03
S -0.12 2.13 1.94
O 0.11 3.53 1.72
O 0.88 1.49 2.78
O -0.44 1.32 0.65
N 5.21 3.98 4.05
C 4.18 3.51 3.30
S 4.40 2.59 1.94
N 2.89 3.81 3.70
C 2.52 4.76 4.61
C 2.96 6.12 4.63
C 2.75 6.99 5.75
C 2.27 6.48 6.92
C 1.66 5.19 6.91
C 1.78 4.40 5.79
H 6.13 3.53 3.87
H 5.13 4.22 5.03
H 2.22 3.21 3.17
H 3.48 6.46 3.73
H 3.01 8.04 5.67
H 2.30 7.01 7.83
H 1.05 4.95 7.77
H 1.23 3.40 5.78

Computed properties:
strongest force on any atom	4.889	eV/Å
E_tot	-4559.1538	Eh
net charge	+2
⟨S²⟩	6.029
molecular weight	1206.28	g/mol
2S+1	5